one.
A gas-phase ion, CH5N4S (charge +1). Source: OMol25; level of theory: ωB97M-V with the def2-TZVPD basis set.

Last column: Löwdin charge in e.
Atoms and positions in Å:
N 1.07045 -0.01670 0.19045  0.131
C -0.33523 -0.07977 -0.74313  -0.524
N -0.95632 -1.32603 -0.45994  -0.039
N -2.04372 -1.25124 0.23104  -0.048
N -2.48447 -0.11557 0.43573  -0.290
S -1.54948 1.20988 -0.27466  0.988
H 2.02631 0.27486 -0.18176  0.175
H 1.10077 -0.92285 0.60455  0.097
H 0.97018 0.45244 1.22954  0.216
H 0.12144 -0.07107 -1.79916  0.143
H -3.41817 0.04967 0.84988  0.152

Charge: +1
Multiplicity: 1
E_HOMO: -14.1 eV
SMILES: [NH3+][C@H]1N=NNS1



two.
A molecular structure, CH5N4S. Source: OMol25; level of theory: ωB97M-V with the def2-TZVPD basis set.

Last column: Löwdin charge in e.
Atoms and positions in Å:
C 1.39112 1.17685 0.13409  -0.324
N 2.01493 2.23140 0.76435  0.018
N 1.30959 2.65862 1.75971  -0.038
N 0.21339 2.04457 1.94422  -0.243
N -0.54659 -0.97348 -0.64674  -0.081
S -0.08147 0.74158 0.81079  1.135
H 1.66705 0.89980 -0.89141  0.108
H -0.20636 2.27715 2.93161  0.206
H -1.42350 -1.21335 -0.09151  0.087
H 0.07164 -1.75193 -0.77321  0.061
H -0.97672 -0.74031 -1.54267  0.072

Charge: +1
Multiplicity: 1
E_HOMO: -15.2 eV



The computed energies, referenced to the most stable structure and given in kJ/mol, are one 57.7; two 0.0.



one.
5 unconnected molecules or ions with the total composition C5H18N2O5. Source: OMol25; level of theory: ωB97M-V with the def2-TZVPD basis set.

Last column: Löwdin charge in e.
Atoms and positions in Å:
C 2.03504 2.69195 1.97641  -0.026
N 1.49307 1.85843 1.10799  -0.063
C 0.86486 0.54428 1.57796  -0.151
C -0.70158 0.75482 0.98759  -0.138
C -0.81431 -0.05162 -0.20537  -0.448
N -2.17485 -0.43941 -0.67620  0.016
C -0.01534 0.52775 -1.39436  -0.175
O -0.61624 1.03826 -2.34849  0.009
H 2.35889 2.36636 2.96778  0.069
H 2.35094 3.62563 1.65286  0.031
H 1.45993 -0.30845 0.94640  0.136
H 1.03330 0.31544 2.59595  0.070
H -1.42642 0.35563 1.77589  0.143
H -0.65928 1.84594 0.73901  0.106
H -0.55671 -1.19707 0.08293  0.155
H -2.89460 0.19194 -0.44447  0.022
H -1.97285 -0.54445 -1.82392  0.161
H 1.07541 0.67615 -1.38987  0.108
O 2.64426 -1.83134 -1.33742  -0.039
H 3.47319 -2.03551 -0.98658  -0.001
H 2.75408 -0.94268 -1.73518  0.044
O 0.76251 -2.97219 1.95737  0.000
H 1.42554 -3.66508 2.09865  0.059
H 0.15742 -3.25194 1.39212  -0.073
O -3.22844 3.15380 -0.16401  -0.066
H -2.45976 3.72893 -0.51390  0.093
H -2.96689 2.30294 -0.42332  -0.046
O -0.25096 -3.55574 -1.16510  0.011
H -1.07213 -3.10205 -1.14660  0.012
H -0.00871 -3.76033 -2.00229  -0.017

Charge: 0
Multiplicity: 1
E_HOMO: -9.4 eV
SMILES: C=NCC[C@@H](N)C=O.O.O.O.O



two.
5 unconnected molecules or ions with the total composition C5H18N2O5. Source: OMol25; level of theory: ωB97M-V with the def2-TZVPD basis set.

Last column: Löwdin charge in e.
Atoms and positions in Å:
N -0.72158 1.51668 -2.06769  0.099
C -1.19034 0.41971 -1.39074  -0.318
N -1.84562 0.46197 -0.31823  0.022
C -2.47141 -0.60769 0.37867  -0.249
C -1.49791 -1.39660 1.29516  -0.178
C -0.28190 -1.94918 0.50470  -0.138
C 0.81828 -0.93232 0.49013  -0.211
O 1.50894 -0.74054 -0.50006  -0.016
H -0.84388 2.42402 -1.64429  0.085
H 0.21956 1.35342 -2.42328  0.044
H -1.01595 -0.49502 -1.97056  0.136
H -3.02120 -1.29934 -0.27823  0.117
H -3.15853 -0.24237 1.15366  0.106
H -2.04314 -2.13308 1.88918  0.109
H -1.14183 -0.71439 2.07895  0.104
H 0.01111 -2.85851 1.04179  0.128
H -0.59784 -2.18231 -0.50740  0.109
H 1.11499 -0.30601 1.34954  0.116
O 2.65717 -2.52682 -2.17451  -0.052
H 2.87193 -1.63600 -2.44825  0.010
H 1.94643 -2.50503 -1.53544  -0.001
O -0.56040 2.69965 1.95041  -0.066
H -1.04997 2.48488 1.12495  0.041
H -0.32536 3.54645 1.52845  0.066
O 1.14331 1.10393 3.38410  -0.085
H 2.01357 1.17528 2.98203  0.028
H 0.53839 1.56135 2.76953  -0.025
O 2.14288 1.35715 -2.60329  -0.058
H 2.39036 1.91447 -1.84977  0.061
H 2.38995 0.50627 -2.20947  0.018

Charge: 0
Multiplicity: 1
E_HOMO: -9.4 eV
SMILES: N/C=N/CCCC=O.O.O.O.O



The computed energies, referenced to the most stable structure and given in kJ/mol, are one 328.2; two 0.0.



one.
C21H22N2O4S in the gas phase. Source: OMol25; level of theory: ωB97M-V with the def2-TZVPD basis set.

Last column: Löwdin charge in e.
Atoms and positions in Å:
C -0.19073 3.41659 3.93910  -0.113
S -1.16250 2.40604 2.81954  0.718
O -1.95389 1.45637 3.62211  -0.318
O -2.00135 3.30708 2.01496  -0.313
N -0.04664 1.50243 1.78972  -0.189
C 0.72729 2.31409 0.84547  -0.136
C 2.10135 2.74821 1.33189  -0.223
C 3.21736 2.89950 0.50435  -0.023
C 4.31654 3.26693 1.35830  -0.076
C 3.80702 3.36503 2.61732  -0.120
O 2.47299 3.04299 2.64000  -0.012
C 0.66307 0.28723 2.29430  -0.107
C -0.18299 -0.97576 2.46295  -0.341
O -0.90002 -0.97164 3.70021  -0.053
C -1.19486 -1.12397 1.31533  -0.060
N -0.59112 -1.11179 -0.04732  0.029
C 0.30983 -2.05672 -0.52235  -0.158
C 0.80933 -3.28414 -0.05732  -0.010
C 1.64793 -4.03318 -0.87431  -0.106
C 1.96448 -3.67010 -2.16671  -0.091
C 1.45572 -2.44662 -2.64572  -0.003
C 0.63873 -1.67542 -1.81415  -0.137
C 0.02835 -0.41258 -2.07641  -0.131
C 0.17240 0.42431 -3.20761  -0.005
C -0.55539 1.63178 -3.23455  -0.082
C -1.43059 1.91053 -2.16234  -0.084
C -1.59006 1.04971 -1.07510  -0.025
C -0.83311 -0.12425 -1.01952  -0.155
H 0.20444 4.24962 3.34512  0.076
H 0.55714 2.75826 4.32931  0.051
H -0.86108 3.83335 4.68996  0.079
H 0.86209 1.77769 -0.05792  0.105
H 0.14808 3.21763 0.59890  0.132
H 3.20851 2.73459 -0.59471  0.126
H 5.38050 3.42944 1.02847  0.124
H 4.40698 3.58906 3.50204  0.125
H 1.12451 0.55665 3.26915  0.134
H 1.49335 0.08080 1.59684  0.142
H 0.47668 -1.84602 2.38472  0.134
H -1.44635 -0.14349 3.79225  0.045
H -1.94602 -0.33554 1.37165  0.118
H -1.70464 -2.08258 1.43556  0.134
H 0.54646 -3.58664 0.94226  0.098
H 1.96816 -5.00574 -0.49649  0.106
H 2.57755 -4.31813 -2.76747  0.095
H 1.59706 -2.16061 -3.69337  0.111
H 0.83303 0.13767 -4.01755  0.103
H -0.44586 2.28853 -4.08290  0.091
H -1.99323 2.82456 -2.21536  0.098
H -2.22766 1.31707 -0.25372  0.098

Charge: 0
Multiplicity: 1
E_HOMO: -7.9 eV
SMILES: CS(=O)(=O)N(Cc1ccco1)C[C@@H](O)Cn1c2ccccc2c2ccccc21



two.
C21H22N2O4S in the gas phase. Source: OMol25; level of theory: ωB97M-V with the def2-TZVPD basis set.

Last column: Löwdin charge in e.
Atoms and positions in Å:
C -2.29424 -2.23020 -1.64597  -0.045
C -1.36730 -2.73661 -0.55885  -0.195
O -0.22615 -1.87227 -0.48794  -0.021
C 0.76452 -2.27553 0.31236  -0.445
O 0.78460 -3.32941 0.88149  0.154
C 1.85248 -1.20185 0.42310  -0.342
C 3.11151 -1.82818 1.01734  0.007
N 2.12968 -0.61234 -0.87821  0.086
C 2.47570 0.78613 -0.66596  -0.266
C 3.95210 0.90535 -0.43139  -0.488
C 4.92839 0.26078 -1.12572  -0.129
C 6.23117 0.59350 -0.69179  -0.181
C 6.22869 1.49248 0.32240  -0.410
S 4.63346 1.95037 0.77200  1.046
C 1.62070 1.23695 0.54061  -0.118
C 0.26000 1.71615 0.06931  -0.358
O 0.04648 2.61495 -0.69927  0.133
N -0.70330 0.93098 0.67610  0.126
C -2.09731 1.09918 0.46429  -0.177
C -2.97755 1.03620 1.53574  0.007
C -4.33380 1.17950 1.31285  -0.030
C -4.83386 1.39768 0.03444  -0.278
C -6.30334 1.57995 -0.18890  -0.051
C -3.93749 1.46597 -1.02458  -0.037
C -2.57856 1.31262 -0.82051  -0.020
C -0.17361 -0.06094 1.48850  -0.364
O -0.81707 -0.81394 2.16899  0.140
C 1.33271 -0.02870 1.33609  -0.051
H -3.15679 -2.88617 -1.71615  0.082
H -1.78108 -2.21671 -2.60438  0.081
H -2.63419 -1.22401 -1.41296  0.053
H -1.85540 -2.72602 0.42163  0.132
H -1.01923 -3.75436 -0.76320  0.128
H 3.83826 -1.06388 1.27359  0.077
H 2.84897 -2.39906 1.90364  0.093
H 3.55334 -2.50079 0.28765  0.099
H 1.31842 -0.69376 -1.48101  0.126
H 2.21778 1.37463 -1.55540  0.161
H 4.71380 -0.43800 -1.91259  0.114
H 7.12684 0.18046 -1.11951  0.101
H 7.06051 1.92338 0.84264  0.059
H 2.10549 2.03221 1.10774  0.123
H -2.60437 0.86679 2.53269  0.116
H -5.01543 1.12527 2.14894  0.114
H -6.57504 1.33614 -1.21294  0.076
H -6.87867 0.95448 0.48976  0.078
H -6.57989 2.61826 -0.00349  0.086
H -4.30542 1.63536 -2.02608  0.114
H -1.89418 1.36942 -1.65195  0.119
H 1.80768 -0.08240 2.31485  0.169

Charge: 0
Multiplicity: 1
E_HOMO: -8.9 eV
SMILES: CCOC(=O)[C@@]1(C)N[C@H](c2cccs2)[C@H]2C(=O)N(c3ccc(C)cc3)C(=O)[C@H]21



The computed energies, referenced to the most stable structure and given in kJ/mol, are one 308.5; two 0.0.



one.
A gas-phase ion, C4H11N2 (charge +2). Source: OMol25; level of theory: ωB97M-V with the def2-TZVPD basis set.

Last column: Löwdin charge in e.
Atoms and positions in Å:
C -1.45851 -0.45684 0.93292  -0.019
C 0.05074 -0.89803 1.06255  -0.154
C 1.04900 -0.42874 0.08471  0.036
C 0.64196 -0.12280 -1.20786  -0.072
N 1.44207 0.39057 -2.18756  0.249
N -1.40481 1.13959 1.07609  0.210
H -1.80412 -0.74842 -0.05267  0.125
H -1.97563 -0.71189 1.85674  0.142
H 0.14058 -1.99572 1.17899  0.173
H 0.41607 -0.67053 2.09640  0.160
H 2.08977 -0.54263 0.34121  0.154
H -0.16895 -0.78113 -1.57295  0.172
H 1.14984 1.15503 -2.80121  0.169
H 2.45147 0.42214 -2.01897  0.159
H -0.41012 1.27681 0.81087  0.136
H -1.49465 1.59962 1.98649  0.182
H -2.01986 1.64811 0.43187  0.178

Charge: +2
Multiplicity: 2
E_HOMO (spin up / spin down): -19.2 / -20.6 eV
Expectation value of S²: 0.77



two.
A gas-phase ion, C4H11N2 (charge +2). Source: OMol25; level of theory: ωB97M-V with the def2-TZVPD basis set.

Last column: Löwdin charge in e.
Atoms and positions in Å:
C -0.87057 -0.95767 1.58400  -0.027
C 0.50556 -0.20128 1.38365  -0.139
C 0.45355 0.72103 0.28157  -0.068
C 0.83390 0.36014 -0.98274  -0.035
N 0.53975 1.37568 -1.99137  0.246
N -1.59437 -1.25892 0.20510  0.365
H -1.72450 -0.44305 2.11321  0.176
H -0.70127 -1.81842 2.16633  0.124
H 1.23451 -0.99318 1.09751  0.156
H 0.67782 0.19785 2.34975  0.131
H 0.53033 1.81604 0.59882  0.182
H 1.42029 -0.38903 -1.52228  0.165
H 0.51423 2.32541 -1.69674  0.179
H 1.37010 1.37266 -2.50928  0.164
H -0.22668 1.19215 -2.48399  0.124
H -1.86096 -2.24283 0.02492  0.178
H -1.10168 -1.05659 -0.61846  0.080

Charge: +2
Multiplicity: 2
E_HOMO (spin up / spin down): -19.4 / -19.4 eV
Expectation value of S²: 0.75



The computed energies, referenced to the most stable structure and given in kJ/mol, are one 0.0; two 196.5.